1.
Formula: C30H31Cl3F6N2O6PdS2
Source: OMol25
Level of theory: ωB97M-V/def2-TZVPD

Kohn-Sham gap (spin up / spin down) = 8.132 / 6.173 eV
LUMO energy (spin up / spin down) = 0.0 / -2.9 eV
⟨S²⟩ = 6.1069
calculated total energy = -4626.61838 a.u.
energy above the lowest of the compared OMol25 structures with the same formula, charge and spin = 90.9 kJ/mol
highest occupied orbital energy (spin up / spin down) = -8.124 / -9.097 eV

ORCA input file:
```
! wB97M-V def2-TZVPD RIJCOSX def2/J DEFGRID3
* xyz 0 5
H 6.39445 -3.80607 -0.05613
C 1.13349 -4.13782 1.99959
F 1.37403 5.62705 -0.49229
C -5.25707 3.23039 -2.82080
F 5.07572 3.36896 0.69721
C -5.32341 3.02230 -0.44249
C 2.77896 -2.21729 -2.51139
C -3.29555 2.54342 -4.19328
H 1.99868 -0.68594 -3.79171
C -2.14128 -1.35158 3.58957
C 2.45369 -3.47668 2.40786
H 0.57411 -4.43265 2.88959
H -5.84673 3.15683 0.49781
S 1.38382 3.14377 0.27412
H 3.01939 -4.20883 2.99147
C -4.04898 2.47931 -0.42180
H -7.65919 4.26479 -2.60630
C -3.44292 2.10418 0.90812
C -2.49704 -2.64780 1.11523
C 3.31495 -3.17450 1.20532
C -1.58400 -1.50027 1.18128
O 3.59036 0.90114 -0.27490
F 4.99471 2.66138 2.73742
H 0.80150 -2.93913 -1.97912
C -3.37363 2.31130 -1.64317
H 3.13249 -1.78366 3.60451
C -3.17531 -3.10077 2.20626
C 2.79528 -2.44840 0.06885
H 1.60802 -1.50982 2.78983
H -1.54267 1.64716 -2.67275
S 3.45183 1.33054 1.09730
H 1.89839 -4.21974 -2.51552
H 5.33541 -2.96561 -2.12073
H -4.15610 2.31664 1.70386
H -3.06992 1.50256 -4.42860
H -5.72483 3.52710 -3.75254
H 3.51820 -2.45356 -3.28255
O -1.37820 1.43191 -0.69507
C 4.77722 -2.96316 -1.19279
Cl -2.67146 -3.42082 -0.39802
H 1.66277 -2.58506 4.19608
N 1.71540 -1.73932 0.20575
H -7.35552 4.89097 -0.98447
H -2.51571 2.64563 1.09666
C 1.59978 -3.18391 -2.68332
C 3.48094 -2.50139 -1.20271
H 0.51298 -3.44790 1.42295
C 4.97683 2.28446 1.46240
C 2.20384 -2.26498 3.30292
H -8.04527 3.28813 -1.18818
H -2.03229 -0.88292 4.55626
F 6.03937 1.51089 1.23114
C 2.25083 4.74793 -0.00304
Cl -0.41214 0.44565 2.71018
H 1.29938 -5.02713 1.39033
C -2.99536 -2.44988 3.43476
C 2.32344 -0.77841 -2.75295
H -3.18354 1.04372 0.93811
N 2.30763 2.40850 1.35819
O -0.98667 -1.11215 0.17691
H 3.11078 -0.05120 -2.56848
H 5.04112 -4.12563 1.98834
C 4.61149 -3.62197 1.13132
C -5.94342 3.40376 -1.62824
H -2.35924 3.09978 -4.24171
C -7.32632 3.99469 -1.60557
F 3.24185 4.60800 -0.87981
O 3.42957 0.34277 2.13867
H 1.19283 -3.10393 -3.69250
H -3.83986 -3.94895 2.13236
H 1.46729 -0.51815 -2.12362
O 0.16037 3.51888 0.91484
C -2.00509 1.75522 -1.67803
C 5.36817 -3.46687 -0.03304
C -3.97692 2.68969 -2.85106
H -3.94735 2.92500 -4.97714
F 2.74367 5.23137 1.13050
C -1.44626 -0.88202 2.50933
Cl -3.85226 -3.02451 4.80440
Pd 0.92726 0.26272 0.20682
O 1.33919 2.49187 -1.01858
*
```


2.
Formula: C30H31CrN6O4S2
Source: OMol25
Level of theory: ωB97M-V/def2-TZVPD

Kohn-Sham gap (spin up / spin down) = 5.933 / 6.112 eV
LUMO energy (spin up / spin down) = 2.3 / 2.2 eV
⟨S²⟩ = 6.0150
calculated total energy = -3632.25976 a.u.
energy above the lowest of the compared OMol25 structures with the same formula, charge and spin = 0.0 kJ/mol
highest occupied orbital energy (spin up / spin down) = -3.659 / -3.894 eV

ORCA input file:
```
! wB97M-V def2-TZVPD RIJCOSX def2/J DEFGRID3
* xyz -1 5
H 2.41919 1.16817 -5.16880
Cr -0.09533 -0.49291 -0.09634
H 3.25272 -1.74639 4.17346
N -1.99227 -0.28023 -0.89647
N 1.58823 -1.46508 0.63029
H 4.17035 2.88036 -2.56824
H 3.26306 -1.25980 -1.73395
C -2.94135 0.05944 -3.14957
C -0.85835 0.88322 4.03198
H -3.64838 0.43127 -5.16330
N 2.08814 0.43125 -2.01255
C -0.36764 3.21863 4.19363
H 1.17336 -4.81976 0.19660
C -0.42975 2.05147 3.38715
H 3.64347 0.08510 -0.67507
C -5.60482 -1.83847 0.79323
C 1.75169 0.03152 -3.38614
O 2.49834 -0.42248 2.45421
C 2.80151 0.49483 -4.40271
C -1.04990 1.90003 6.15476
N 3.90876 1.19909 -3.72655
C -1.28688 1.61285 -2.29915
H -0.66868 3.14965 -3.63583
C -1.09416 0.76662 5.38586
H 0.77717 0.46779 -3.65622
O -0.54670 -1.60972 3.07976
C 1.46662 -3.88444 0.69404
H -1.32031 -0.21829 5.79735
C -3.22634 -2.07294 0.27053
O -2.69588 -0.44481 2.66389
H -0.65524 1.98201 -1.48356
H -2.15470 2.39763 -5.54154
H 1.96610 -2.93864 4.59926
H -6.52612 -2.27812 1.18432
H 4.89307 -0.55971 -3.21961
S 0.24496 3.18331 0.91699
H 3.56799 -3.51596 4.02755
C 2.16268 -1.44719 1.90157
H -1.30038 1.89345 7.22104
H -4.39491 -3.59388 1.15723
H 1.32017 2.36209 -2.15180
H -4.31484 0.97569 -0.71125
C 2.81720 -2.72436 3.94012
H -0.68343 4.03710 6.14505
C 3.38140 -0.18163 -1.70644
C 2.29811 1.89724 -1.97222
H -2.31498 -2.67927 0.25676
H 1.65579 -1.06518 -3.37435
C 2.04784 -3.83795 1.92485
H 2.90956 2.97894 -3.77679
O 0.22649 -2.44910 -0.81466
N 2.36275 -2.66986 2.53828
C -3.16705 -0.77478 -0.29465
H 2.28836 -4.72912 2.49809
C -4.40766 -2.56805 0.78960
H 5.25382 0.83545 -2.19043
C -5.55826 -0.54627 0.24462
S -1.27448 -0.36216 2.89242
C 1.08717 -2.61597 0.10927
H 3.26549 -0.35171 -4.93221
C -0.69725 3.13087 5.52826
C -4.36203 -0.01617 -0.27847
C -1.30059 2.26698 -3.52386
C -0.20210 1.87888 1.91814
C -2.08972 0.44726 -2.08334
C 4.45222 0.29096 -2.69654
C 3.32954 2.34358 -3.01211
N -0.47509 0.56481 1.60946
C -2.11705 1.86389 -4.58222
H -0.12424 4.16462 3.69967
H 2.60814 2.15297 -0.95174
H -6.47028 0.04739 0.24081
H -3.55035 -0.83468 -3.02231
C -2.97398 0.76868 -4.35915
*
```